# 1
{
  "formula": "C3H14NO2PSi2",
  "method": "wB97M-V/def2-TZVPD",
  "elements": ["P", "Si", "H", "H", "H", "C", "H", "H", "O", "N", "O", "Si", "C", "H", "H", "H", "H", "H", "H", "H", "H", "C", "H"],
  "xyz": [[1.646, -0.485, -1.461], [1.146, 0.425, 0.532], [3.437, -1.691, -1.486], [3.376, -0.012, 1.642], [-3.898, -0.742, -1.154], [2.792, 0.873, 1.353], [0.364, 1.654, 0.319], [0.664, 1.399, -2.316], [0.265, -0.776, 1.355], [1.333, 0.729, -2.682], [3.330, -0.749, -1.397], [-1.359, -0.357, 1.688], [-3.174, -1.036, -0.383], [2.711, 1.605, 2.169], [-3.752, -1.420, 0.471], [0.879, 0.243, -3.443], [-2.521, -1.806, -0.809], [-3.077, 0.951, 0.507], [-1.763, 0.631, -0.644], [3.397, 1.362, 0.565], [-1.435, 0.605, 2.813], [-2.357, 0.187, 0.167], [-2.004, -1.590, 2.193]],
  "multiplicity": 1,
  "lumo_energy_ha": 0.0279,
  "e_homo_ev": -8.06
}

=====

# 2
{
  "formula": "C3H14NO2S",
  "method": "wB97M-V/def2-TZVPD",
  "elements": ["O", "H", "C", "N", "H", "H", "S", "H", "H", "C", "H", "H", "O", "H", "H", "H", "H", "C", "H", "H", "H"],
  "xyz": [[-2.510, -2.479, 0.490], [-3.228, -3.210, 0.445], [0.784, -1.466, 1.748], [-0.315, -0.704, -0.447], [0.210, -2.367, 1.374], [-1.851, -2.988, 1.078], [1.069, 2.299, -0.050], [-0.241, 0.079, -1.161], [-0.646, 0.356, -3.642], [0.341, -0.313, 0.890], [-1.836, 0.820, -2.833], [-0.471, 0.515, 1.399], [-1.011, 0.453, -2.697], [-1.241, -0.919, -0.526], [0.562, -1.448, 2.812], [1.950, -1.654, 1.706], [0.095, 2.714, 0.772], [1.465, 0.617, 0.621], [0.260, -1.590, -0.671], [2.010, 0.211, -0.255], [2.153, 0.801, 1.525]],
  "multiplicity": 1,
  "charge": 1,
  "lumo_energy_ha": -0.1080,
  "e_above_lowest_kj_mol": 181.2,
  "e_homo_ev": -12.86
}

=====

# 3
{
  "formula": "C3H14NO2S",
  "method": "wB97M-V/def2-TZVPD",
  "elements": ["H", "O", "C", "H", "H", "H", "H", "N", "H", "H", "H", "H", "H", "O", "H", "S", "C", "H", "H", "H", "C"],
  "xyz": [[0.453, -1.013, 1.099], [-1.203, 2.510, 0.728], [-1.267, -1.067, -1.193], [-0.812, 2.777, 1.572], [-2.263, -1.203, -1.623], [-1.524, -2.448, 0.571], [1.499, -1.083, -2.258], [-0.526, -0.764, 1.244], [-0.870, -0.832, 2.224], [-2.137, 2.455, 0.972], [-2.572, -1.069, 0.579], [-0.732, -1.976, -1.578], [-0.660, 0.387, -2.540], [1.853, 0.515, 2.013], [2.041, 0.431, 2.963], [1.404, -0.227, -1.251], [-0.406, 0.153, -1.498], [-0.444, 0.251, 1.124], [2.660, 0.195, 1.591], [-0.689, 0.993, -0.844], [-1.553, -1.374, 0.324]],
  "multiplicity": 1,
  "charge": 1,
  "lumo_energy_ha": -0.1195,
  "e_above_lowest_kj_mol": 73.0,
  "e_homo_ev": -12.97
}